{"formula": "CH3NO2S2", "method": "ωB97M-V/def2-TZVPD", "species": ["C", "N", "O", "O", "S", "S", "H", "H", "H"], "coordinates": [[0.853, -0.637, -0.706], [-0.762, 1.033, 0.690], [-0.903, -1.413, 1.105], [-1.585, -0.517, -1.107], [3.039, -0.062, 0.063], [-0.723, -0.489, 0.038], [0.960, -0.815, -1.761], [-0.516, 1.786, 0.068], [-0.363, 1.115, 1.611]], "e_above_lowest_kcal_mol": 126.9, "e_tot_ha": -1041.2891}